{"formula": "C25H42N2O7", "method": "the ωB97M-V functional and the def2-TZVPD basis", "elements": ["C", "O", "C", "C", "C", "C", "C", "O", "C", "C", "C", "O", "N", "C", "C", "C", "O", "C", "C", "C", "C", "O", "N", "C", "C", "C", "O", "C", "C", "C", "C", "C", "O", "C", "H", "H", "H", "H", "H", "H", "H", "H", "H", "H", "H", "H", "H", "H", "H", "H", "H", "H", "H", "H", "H", "H", "H", "H", "H", "H", "H", "H", "H", "H", "H", "H", "H", "H", "H", "H", "H", "H", "H", "H", "H", "H"], "xyz": [[-4.7017, -2.8956, -1.6546], [-3.7481, -1.9105, -1.9847], [-2.6289, -1.7433, -1.2152], [-1.5873, -1.0732, -1.8504], [-0.4143, -0.7645, -1.1944], [-0.2401, -1.1444, 0.1291], [1.0338, -0.7634, 0.8566], [1.1720, -1.3429, 2.1293], [1.1731, 0.7863, 0.9110], [0.5179, 1.3965, 2.1634], [-0.9081, 0.8930, 2.3174], [-1.1906, -0.0259, 3.0769], [-1.7993, 1.5235, 1.5512], [-3.1877, 1.1289, 1.4470], [-3.9738, 2.1863, 0.6815], [-3.4571, 2.3694, -0.7467], [-2.2099, 3.0339, -0.6976], [-1.7434, 3.5906, -1.9186], [-0.5116, 4.4183, -1.5647], [-1.4074, 2.5254, -2.9613], [2.6440, 1.2013, 0.8960], [3.0473, 2.1253, 0.2147], [3.4079, 0.4865, 1.7392], [4.8401, 0.6329, 1.8093], [5.5793, -0.4351, 0.9984], [5.2675, -0.3660, -0.5005], [4.2899, -1.3398, -0.8105], [3.6864, -1.2090, -2.0873], [4.6977, -1.1869, -3.2372], [2.7447, -2.3998, -2.2512], [-1.2482, -1.8598, 0.7535], [-2.4545, -2.1402, 0.1218], [-3.4947, -2.7627, 0.7644], [-3.3485, -3.0692, 2.1321], [-5.3503, -2.9696, -2.5277], [-5.2946, -2.6122, -0.7826], [-4.2304, -3.8633, -1.4691], [-1.7357, -0.7930, -2.8815], [0.3746, -0.2474, -1.7196], [1.8826, -1.1532, 0.2783], [0.4116, -1.0679, 2.6738], [0.7033, 1.2177, 0.0236], [0.5295, 2.4834, 2.0728], [1.0844, 1.1139, 3.0530], [-1.4988, 2.1998, 0.8595], [-3.2602, 0.1657, 0.9276], [-3.5893, 1.0002, 2.4573], [-3.9046, 3.1427, 1.2024], [-5.0213, 1.8872, 0.6388], [-3.3562, 1.3891, -1.2331], [-4.1710, 2.9743, -1.3253], [-2.5308, 4.2519, -2.3213], [-0.7569, 5.1335, -0.7840], [-0.1596, 4.9567, -2.4395], [0.2851, 3.7719, -1.2051], [-2.2963, 1.9782, -3.2651], [-0.6873, 1.8223, -2.5513], [-0.9776, 3.0005, -3.8387], [3.0022, -0.3394, 2.1618], [5.1479, 0.5766, 2.8582], [5.0785, 1.6260, 1.4196], [5.2950, -1.4285, 1.3495], [6.6501, -0.3056, 1.1575], [4.9014, 0.6342, -0.7690], [6.1833, -0.5647, -1.0746], [3.1107, -0.2652, -2.1075], [4.1653, -1.2391, -4.1830], [5.2906, -0.2759, -3.2289], [5.3628, -2.0444, -3.1614], [3.3263, -3.3170, -2.2915], [2.0571, -2.4680, -1.4138], [2.1704, -2.2995, -3.1678], [-1.0981, -2.1880, 1.7676], [-2.5879, -3.8399, 2.2916], [-3.0979, -2.1807, 2.7192], [-4.3184, -3.4529, 2.4456]], "mulliken_charge": [-0.861, -0.494, 0.557, -1.119, -0.311, -1.266, -0.347, -0.819, 1.560, -1.191, 0.127, -0.700, 0.240, 0.082, -1.201, -0.280, -0.405, 0.367, -1.371, -1.019, -0.892, -0.740, 0.088, -1.038, -0.759, -0.595, -0.401, 1.106, -1.692, -1.372, -0.125, 0.461, -0.511, -0.938, 0.328, 0.230, 0.311, 0.507, 1.041, 0.735, 0.576, 0.604, 0.486, 0.473, 0.291, -0.168, 0.403, 0.316, 0.475, 0.032, 0.433, 0.328, 0.354, 0.466, 0.223, 0.359, -0.060, 0.512, 0.306, 0.413, 0.435, 0.301, 0.420, 0.451, 0.466, 0.073, 0.487, 0.384, 0.358, 0.460, 0.187, 0.351, 0.557, 0.336, 0.338, 0.275], "max_force_ha_per_bohr": 0.014, "smiles": "COc1ccc([C@H](O)[C@@H](CC(=O)NCCCOC(C)C)C(=O)NCCCOC(C)C)cc1OC", "de_lowest_kcal_mol": 2.3, "homo_ha": -0.294, "orbital_gap_ev": 8.8}